# 1
{
  "formula": "C48H40ClMoN2O9P2",
  "method": "ωB97M-V with the def2-TZVPD basis set",
  "e_lumo_ev": [-3.8, -3.7],
  "s_squared": 2.018,
  "total_charge": 1,
  "orbital_gap_ev": [6.729, 6.805],
  "spin_multiplicity": 3,
  "molar_mass_g_mol": 982.19,
  "total_energy_ha": -3850.88210,
  "homo_ev": [-10.5, -10.5],
  "symbols": ["Mo", "O", "C", "O", "C", "C", "C", "C", "C", "N", "C", "O", "O", "H", "H", "H", "H", "C", "O", "C", "C", "C", "C", "C", "C", "O", "C", "O", "C", "H", "H", "H", "H", "H", "H", "H", "H", "H", "C", "N", "P", "C", "C", "C", "C", "C", "C", "C", "C", "C", "C", "C", "C", "P", "C", "C", "C", "C", "C", "C", "C", "C", "C", "C", "C", "C", "H", "H", "H", "H", "H", "H", "H", "H", "H", "H", "H", "H", "H", "H", "H", "H", "H", "H", "H", "H", "H", "H", "H", "Cl", "C", "C", "C", "C", "C", "C", "C", "O", "O", "H", "H", "H", "H"],
  "xyz": [[-0.669, -0.194, 0.744], [-2.527, 3.776, -1.235], [-1.851, 2.617, -1.189], [-0.651, 2.557, -1.210], [-2.770, 1.438, -1.177], [-4.048, 1.559, -1.689], [-4.856, 0.435, -1.792], [-4.345, -0.783, -1.402], [-3.060, -0.821, -0.886], [-2.289, 0.261, -0.748], [-2.428, -2.141, -0.505], [-2.993, -3.175, -0.761], [-1.245, -2.019, 0.026], [-1.879, 4.493, -1.325], [-4.396, 2.527, -2.016], [-5.859, 0.517, -2.189], [-4.895, -1.710, -1.477], [-1.298, 6.269, 3.019], [-0.395, 5.614, 3.906], [-0.071, 4.341, 3.665], [0.815, 3.756, 4.594], [1.194, 2.461, 4.431], [0.727, 1.667, 3.352], [1.154, 0.316, 3.185], [2.158, -0.356, 4.066], [0.737, -0.419, 2.252], [-0.153, 2.275, 2.422], [-0.623, 1.650, 1.356], [-0.541, 3.605, 2.593], [-1.425, 7.272, 3.411], [-2.264, 5.761, 2.997], [-0.883, 6.321, 2.011], [1.168, 4.355, 5.421], [1.872, 2.033, 5.153], [2.355, 0.154, 5.002], [3.091, -0.436, 3.501], [1.805, -1.368, 4.259], [-1.217, 4.020, 1.860], [0.832, -2.898, -2.457], [1.294, -1.544, -2.060], [0.559, -0.149, -2.879], [-0.111, -0.904, -4.396], [0.633, -1.118, -5.555], [0.041, -1.713, -6.660], [-1.293, -2.097, -6.617], [-2.044, -1.879, -5.470], [-1.455, -1.276, -4.368], [2.035, 0.739, -3.472], [1.843, 2.057, -3.881], [2.919, 2.826, -4.303], [4.198, 2.288, -4.295], [4.399, 0.980, -3.871], [3.322, 0.206, -3.464], [1.413, -1.208, -0.404], [2.006, -2.735, 0.348], [3.123, -3.373, -0.203], [3.594, -4.551, 0.349], [2.946, -5.108, 1.447], [1.827, -4.490, 1.981], [1.348, -3.304, 1.434], [2.700, 0.053, -0.173], [4.012, -0.239, 0.199], [4.934, 0.787, 0.352], [4.555, 2.107, 0.146], [3.244, 2.407, -0.197], [2.319, 1.385, -0.347], [0.934, -2.994, -3.534], [-0.206, -3.093, -2.179], [1.457, -3.650, -1.989], [1.673, -0.819, -5.593], [0.623, -1.879, -7.558], [-1.750, -2.560, -7.482], [-3.084, -2.175, -5.436], [-2.040, -1.098, -3.471], [0.848, 2.488, -3.848], [2.762, 3.847, -4.625], [5.041, 2.889, -4.614], [5.398, 0.563, -3.856], [3.478, -0.807, -3.110], [3.614, -2.953, -1.075], [4.459, -5.040, -0.079], [3.309, -6.033, 1.874], [1.307, -4.932, 2.821], [0.464, -2.851, 1.862], [4.318, -1.258, 0.384], [5.953, 0.554, 0.634], [5.281, 2.902, 0.262], [2.939, 3.433, -0.355], [1.301, 1.636, -0.631], [-7.418, -1.782, 5.874], [-5.931, -1.685, 4.997], [-4.878, -2.518, 5.347], [-3.691, -2.435, 4.642], [-3.556, -1.528, 3.597], [-4.621, -0.700, 3.257], [-5.814, -0.776, 3.956], [-2.258, -1.469, 2.871], [-1.321, -2.189, 3.132], [-2.217, -0.547, 1.908], [-4.995, -3.218, 6.163], [-2.854, -3.074, 4.891], [-4.511, 0.009, 2.448], [-6.650, -0.137, 3.706]],
  "forces_ev_per_angstrom": [[0.1, 0.6, 0.2], [0.0, 0.0, 0.0], [0.4, 0.2, 0.0], [-0.2, 0.0, 0.0], [-0.1, 0.0, 0.0], [0.0, 0.1, -0.1], [-0.1, 0.1, 0.0], [0.0, -0.1, 0.0], [0.0, 0.0, 0.0], [0.0, -0.1, 0.2], [0.0, -0.2, -0.1], [0.0, 0.0, 0.0], [0.2, -0.1, -0.1], [0.0, -0.1, 0.0], [0.0, 0.0, 0.0], [0.0, 0.0, 0.0], [0.0, 0.0, 0.0], [0.0, 0.0, 0.0], [0.0, 0.0, 0.0], [0.1, 0.0, 0.1], [0.0, 0.1, 0.0], [0.0, -0.1, 0.0], [0.0, 0.0, 0.0], [0.0, -0.1, 0.0], [0.0, 0.0, 0.0], [-0.2, 0.0, -0.2], [0.1, 0.0, 0.2], [0.1, -0.2, -0.3], [-0.1, 0.0, -0.2], [0.0, 0.0, 0.0], [0.0, 0.0, 0.0], [0.0, 0.0, 0.0], [0.0, 0.0, 0.0], [0.0, 0.0, 0.0], [0.0, 0.0, 0.0], [0.0, 0.0, 0.0], [0.0, 0.0, 0.0], [0.0, 0.0, 0.0], [0.1, 0.0, 0.0], [-0.2, 0.1, 0.0], [0.1, -0.1, 0.0], [0.0, 0.1, 0.0], [0.0, 0.0, 0.0], [0.0, 0.0, 0.0], [0.0, 0.0, 0.0], [0.0, 0.0, 0.0], [0.0, 0.0, 0.0], [0.0, -0.1, 0.0], [0.1, 0.0, 0.0], [-0.1, 0.0, 0.0], [0.0, 0.0, 0.0], [0.0, 0.0, 0.0], [0.0, 0.0, 0.0], [-0.2, -0.1, 0.2], [0.0, 0.0, 0.0], [0.0, 0.0, 0.0], [0.0, 0.0, 0.0], [0.0, 0.0, 0.0], [0.0, 0.0, 0.0], [0.0, 0.0, 0.0], [0.0, 0.0, 0.0], [0.0, 0.0, 0.0], [0.0, 0.0, 0.0], [0.0, 0.0, 0.0], [0.0, 0.0, 0.0], [0.0, 0.0, 0.0], [0.0, 0.0, 0.0], [0.0, 0.0, 0.0], [0.0, 0.0, 0.0], [0.0, 0.0, 0.0], [0.0, 0.0, 0.0], [0.0, 0.0, 0.0], [0.0, 0.0, 0.0], [0.0, 0.0, 0.0], [0.0, 0.0, 0.0], [0.0, 0.0, 0.0], [0.0, 0.0, 0.0], [0.0, 0.0, 0.0], [0.0, 0.0, -0.1], [0.0, 0.0, 0.0], [0.0, 0.0, 0.0], [0.0, 0.0, 0.0], [0.0, 0.0, 0.0], [0.0, 0.0, 0.0], [0.0, 0.0, 0.0], [0.0, 0.0, 0.0], [0.0, 0.0, 0.0], [0.0, 0.0, 0.0], [0.0, 0.0, 0.0], [0.0, 0.0, 0.0], [0.1, 0.0, 0.0], [0.0, 0.0, 0.0], [0.0, 0.0, 0.0], [0.0, 0.1, 0.0], [0.0, 0.0, 0.0], [0.0, 0.0, 0.0], [0.0, 0.0, 0.0], [0.1, 0.0, 0.0], [-0.1, -0.2, 0.1], [0.0, 0.0, 0.0], [0.0, 0.0, 0.0], [0.0, 0.0, 0.0], [0.0, 0.0, 0.0]],
  "mulliken_spin": [1.9526, -0.0002, -0.0046, 0.0058, 0.0547, -0.0046, 0.0095, -0.0062, 0.0528, -0.1238, -0.0018, 0.0204, -0.0180, 0.0001, 0.0001, 0.0001, 0.0009, 0.0000, 0.0024, 0.0064, -0.0043, 0.0048, 0.0136, 0.0181, -0.0047, -0.0853, 0.0392, 0.0293, -0.0129, 0.0000, 0.0001, 0.0001, -0.0002, -0.0003, 0.0001, 0.0010, 0.0006, -0.0010, 0.0000, -0.0151, -0.0163, 0.0100, -0.0006, 0.0001, 0.0003, 0.0007, -0.0015, 0.0032, -0.0001, -0.0001, 0.0004, -0.0001, -0.0010, 0.0629, -0.0244, 0.0021, -0.0002, 0.0000, 0.0011, 0.0447, -0.0697, -0.0074, -0.0001, -0.0007, -0.0007, 0.0333, -0.0005, 0.0005, 0.0007, 0.0002, -0.0001, 0.0000, 0.0000, 0.0048, -0.0008, 0.0000, 0.0000, 0.0000, -0.0001, 0.0003, -0.0001, 0.0000, 0.0000, -0.0314, -0.0001, -0.0002, 0.0000, 0.0001, 0.0226, 0.0001, 0.0005, -0.0001, 0.0001, -0.0111, 0.0062, 0.0000, 0.0304, 0.0017, 0.0125, 0.0000, 0.0002, -0.0022, 0.0000]
}

---

# 2
{
  "formula": "C48H42AgN4O2SSb",
  "method": "ωB97M-V with the def2-TZVPD basis set",
  "e_lumo_ev": [0.0, 0.0],
  "orbital_gap_ev": [6.317, 6.316],
  "molar_mass_g_mol": 968.59,
  "total_energy_ha": -3009.05748,
  "homo_ev": [-6.3, -6.3],
  "symbols": ["Ag", "C", "O", "C", "C", "C", "C", "C", "C", "N", "N", "C", "C", "O", "C", "C", "C", "C", "C", "C", "C", "C", "H", "H", "H", "H", "H", "H", "H", "H", "H", "H", "H", "H", "H", "S", "C", "C", "C", "N", "C", "C", "C", "C", "C", "N", "C", "C", "H", "H", "H", "H", "H", "H", "H", "H", "C", "C", "C", "C", "C", "C", "C", "Sb", "C", "C", "C", "C", "C", "C", "C", "C", "C", "C", "C", "C", "C", "C", "H", "H", "H", "H", "H", "H", "H", "H", "H", "H", "H", "H", "H", "H", "H", "H", "H", "H", "H", "H", "H"],
  "xyz": [[7.061, -8.532, 18.745], [10.415, -10.227, 21.458], [10.262, -9.573, 20.156], [11.346, -9.434, 19.391], [12.655, -9.413, 19.914], [13.767, -9.305, 19.056], [13.543, -9.234, 17.668], [12.261, -9.212, 17.156], [11.150, -9.175, 17.979], [9.905, -8.744, 17.559], [9.793, -8.719, 16.291], [8.857, -7.901, 15.728], [8.110, -6.915, 16.522], [8.055, -6.942, 17.784], [7.424, -5.896, 15.788], [7.706, -5.648, 14.429], [8.347, -6.613, 13.644], [8.591, -6.432, 12.260], [9.098, -7.507, 11.561], [9.441, -8.767, 12.176], [9.327, -8.889, 13.552], [8.824, -7.836, 14.289], [10.758, -9.499, 22.174], [11.131, -11.079, 21.363], [9.453, -10.645, 21.727], [12.774, -9.423, 21.014], [14.783, -9.429, 19.466], [14.414, -9.236, 16.987], [12.096, -9.235, 16.086], [6.727, -5.257, 16.384], [7.343, -4.736, 13.996], [8.299, -5.528, 11.726], [9.263, -7.376, 10.467], [9.856, -9.627, 11.579], [9.565, -9.813, 14.031], [0.157, -5.631, 18.929], [1.885, -6.032, 18.890], [2.500, -6.541, 17.721], [3.851, -6.888, 17.793], [4.607, -6.688, 18.869], [4.042, -6.244, 19.989], [2.654, -5.897, 20.053], [-0.485, -7.268, 18.878], [-0.287, -8.194, 19.880], [-0.842, -9.488, 19.747], [-1.670, -9.824, 18.742], [-1.859, -8.896, 17.763], [-1.219, -7.667, 17.792], [1.926, -6.710, 16.805], [4.319, -7.334, 16.925], [4.681, -6.173, 20.843], [2.227, -5.504, 20.958], [0.326, -7.922, 20.741], [-0.625, -10.283, 20.451], [-2.485, -9.125, 16.897], [-1.390, -7.055, 16.916], [4.461, -10.528, 16.563], [3.751, -11.515, 17.526], [2.832, -12.450, 16.994], [2.111, -13.329, 17.806], [2.359, -13.287, 19.144], [3.273, -12.436, 19.662], [3.972, -11.472, 18.904], [5.489, -10.293, 19.925], [6.618, -12.053, 20.737], [6.222, -12.639, 21.962], [6.699, -13.931, 22.340], [7.704, -14.535, 21.612], [8.181, -13.942, 20.451], [7.624, -12.763, 19.972], [8.204, -12.151, 18.718], [4.694, -9.487, 21.796], [3.287, -9.579, 22.013], [2.744, -9.276, 23.240], [3.560, -8.731, 24.255], [4.933, -8.680, 24.049], [5.543, -8.987, 22.798], [7.030, -8.817, 22.654], [3.852, -9.691, 16.161], [4.765, -11.154, 15.696], [5.442, -10.158, 16.951], [2.695, -12.503, 15.911], [1.465, -14.096, 17.342], [1.863, -13.982, 19.800], [3.383, -12.437, 20.762], [5.575, -12.162, 22.686], [6.270, -14.430, 23.206], [8.110, -15.467, 21.957], [8.930, -14.519, 19.872], [8.585, -13.022, 18.129], [9.072, -11.443, 18.978], [7.533, -11.658, 18.009], [2.676, -9.937, 21.180], [1.677, -9.407, 23.409], [3.158, -8.441, 25.178], [5.544, -8.464, 24.909], [7.384, -8.126, 23.481], [7.322, -8.356, 21.685], [7.569, -9.780, 22.709]],
  "forces_ev_per_angstrom": [[0.1, -0.1, 0.0], [0.6, -0.3, -1.7], [-1.2, -0.7, 1.4], [1.6, 0.9, -1.4], [-0.2, 0.0, 0.0], [-0.4, -0.5, -0.2], [1.2, -0.5, 0.5], [0.4, 0.0, -0.2], [0.7, -0.9, 2.0], [-1.0, -0.1, -0.7], [0.2, 0.0, 0.2], [-1.1, 1.3, 0.8], [0.3, -1.4, -1.7], [-0.4, 0.4, 0.8], [0.1, 1.2, -1.3], [-1.1, -0.5, 2.9], [1.2, -1.2, 0.0], [-0.2, -1.3, 0.3], [0.6, -0.6, -1.1], [0.2, 0.5, -0.3], [0.1, -0.3, -2.0], [-0.5, 1.9, 0.8], [0.1, 0.1, 0.4], [-0.4, 0.7, 0.1], [-0.2, 0.2, 0.0], [0.1, -0.2, -0.8], [-0.6, 0.4, -0.3], [-0.6, 0.0, 0.4], [0.0, 0.4, 0.1], [0.9, -0.3, -0.6], [-0.2, 0.2, -0.4], [0.1, -0.1, 0.3], [-0.1, -0.3, 0.9], [-0.6, 1.2, 0.6], [0.3, -0.3, 0.3], [0.1, 0.5, 0.0], [1.0, -0.4, 0.0], [-0.1, 0.0, 0.7], [-0.9, 0.5, -0.2], [0.2, -0.5, 0.5], [-1.9, 0.3, -1.0], [1.4, -0.4, -0.9], [0.1, -0.3, 0.0], [0.2, -1.0, 0.6], [-0.3, 0.9, -0.8], [0.2, 0.8, -0.7], [0.8, -0.7, 1.3], [-1.2, -0.3, -1.2], [0.2, 0.1, 0.4], [0.2, 0.1, 0.0], [0.2, 0.2, 0.5], [-0.1, 0.0, 0.2], [-0.2, -0.2, -0.2], [-0.1, 0.2, 0.2], [0.1, -0.3, 0.5], [0.2, 0.4, 0.2], [0.6, -1.2, -0.5], [0.1, 1.3, -0.7], [0.0, 0.1, 0.1], [0.5, 0.0, -2.0], [-0.7, -1.2, 0.6], [1.0, 1.8, 1.8], [-0.4, -0.9, 0.5], [1.1, -0.6, 0.5], [0.1, -0.9, 0.4], [0.6, -1.0, -0.5], [-0.2, 1.3, -0.2], [-0.4, 0.2, 0.1], [0.0, -0.6, -0.3], [-0.9, 1.7, 0.3], [1.5, -0.6, -0.4], [-0.7, -0.3, -0.3], [1.3, -0.4, -0.5], [-0.2, 1.0, 0.4], [0.7, -1.3, -1.9], [-0.2, 0.0, -0.7], [-1.0, -0.4, 0.5], [0.6, 0.6, 0.4], [0.2, -0.5, 0.6], [-0.2, 0.5, 0.2], [-1.0, 0.0, 0.0], [0.1, 0.2, 0.3], [0.3, 0.7, 0.4], [-0.1, -0.1, 0.2], [0.2, -0.1, -0.6], [-0.4, 0.3, -0.3], [0.2, 0.2, 0.0], [0.1, -0.3, 0.0], [-0.4, 0.8, 0.3], [0.2, 0.9, 0.3], [-1.3, -1.0, -0.5], [-0.2, 0.2, 0.5], [0.0, 0.0, 0.4], [0.1, 0.1, 0.0], [-0.5, 0.2, 1.2], [0.4, 0.5, 0.0], [-0.2, -0.9, -1.0], [-0.3, -0.2, 0.5], [-0.2, 0.4, 0.1]],
  "mulliken_charge": [0.6006, -0.7606, -0.1485, 0.4208, -0.5119, -0.5911, -0.5821, -0.3859, 0.1772, 0.0722, -0.1479, 0.0916, 0.8826, -1.1094, -0.6928, -0.8413, 0.7362, -0.9846, -0.2282, -0.6723, -0.4285, 0.4701, 0.3425, 0.4890, -0.0659, 0.2935, 0.3296, 0.3203, 0.4690, 0.3817, 0.3978, 0.3752, 0.2965, 0.3125, 0.4761, -0.1589, 0.0929, -0.5688, -0.4317, -0.0388, -0.6588, -0.1320, 0.1594, -0.1521, -0.3462, -0.6023, -0.3877, -0.1284, 0.3823, 0.4984, 0.4304, 0.5097, 0.3446, 0.4126, 0.3448, 0.3894, -1.1859, 0.7724, -0.5222, -0.6072, -0.8238, -0.2800, 0.1983, 0.8286, 0.4311, -0.1653, -0.8629, -0.5696, -0.6181, 0.6000, -1.2078, 0.9687, -0.7099, -0.6836, -0.8391, -0.8511, 0.5241, -1.1702, 0.2393, 0.4787, -0.0427, 0.4006, 0.3788, 0.4637, 0.2996, 0.3968, 0.4090, 0.4123, 0.3412, 0.4704, -0.0440, 0.1919, 0.5552, 0.4410, 0.4656, 0.4218, 0.4466, 0.1791, 0.1261]
}